A 2-piece molecular cluster, C5H13NO2 overall, computed with the ωB97M-V functional and the def2-TZVPD basis.

The geometry in ORCA input format:
```
! wB97M-V def2-TZVPD RIJCOSX def2/J DEFGRID3
* xyz 0 1
C 1.139 -0.678 -1.362
O 2.543 -0.366 -1.228
C 0.417 -0.473 -0.004
C -0.740 -1.381 0.285
C -1.688 -0.684 1.352
C -3.891 -1.342 1.455
N -3.014 -0.733 0.765
H 0.777 -0.066 -2.184
H 1.255 -1.760 -1.670
H 2.718 0.075 -0.393
H 1.179 -0.335 0.787
H 0.090 0.593 -0.118
H -1.366 -1.325 -0.646
H -0.536 -2.386 0.683
H -1.537 -1.233 2.295
H -1.491 0.377 1.496
H -4.892 -1.501 1.039
H -3.724 -1.917 2.369
H 4.172 5.401 -0.952
H 3.965 4.833 -2.334
O 4.623 4.901 -1.634
*
```

**Calculated total energy**: -403.46863 Ha
**Structure (SMILES)**: C=NCCCCO.O
**HOMO**: -0.370 Eh

---

C35H40Br2CsN9O7S3 as an isolated structure, computed with the ωB97M-V functional and the def2-TZVPD basis.

The geometry in ORCA input format:
```
! wB97M-V def2-TZVPD RIJCOSX def2/J DEFGRID3
* xyz -2 1
Cs -1.854 -0.535 0.507
C 1.569 -1.384 2.923
C 0.568 -2.305 3.615
N -0.742 -2.293 3.021
C -1.357 -3.569 2.713
C -0.578 -4.570 1.859
S 0.003 -3.806 0.370
C 1.768 -4.106 0.469
C 2.480 -3.198 1.451
N 1.968 -1.839 1.624
H 1.134 -0.392 2.755
H 2.426 -1.255 3.598
H 0.898 -3.344 3.571
H 0.541 -2.064 4.704
H -1.408 -1.679 3.505
H -1.735 -4.114 3.613
H -2.263 -3.350 2.138
H 0.155 -5.170 2.446
H -1.336 -5.240 1.394
H 2.005 -5.164 0.724
H 2.084 -3.949 -0.568
H 2.354 -3.688 2.427
H 3.587 -3.204 1.272
H 2.257 -1.114 0.959
O -6.049 -3.283 -4.935
C -5.195 -2.658 -4.028
C -4.803 -1.321 -4.090
C -4.101 -0.826 -2.957
N -3.830 -1.578 -1.931
C -4.109 -2.858 -1.892
C -4.776 -3.477 -2.980
C -3.607 -3.650 -0.696
O -3.648 -4.903 -0.884
O -3.142 -2.988 0.302
C -3.727 0.628 -2.890
O -3.435 1.174 -3.956
O -3.704 1.086 -1.704
H -6.278 -2.695 -5.704
H -5.060 -0.638 -4.909
H -4.995 -4.549 -2.918
C 0.585 3.513 0.954
C -0.485 3.653 1.996
C -0.799 4.906 2.617
C -1.778 4.980 3.561
C -2.427 3.823 3.989
C -3.417 3.810 5.023
Br -3.735 5.426 5.953
C -4.085 2.650 5.342
C -3.763 1.451 4.696
Br -4.869 -0.010 5.128
C -2.658 1.286 3.783
O -2.165 0.180 3.364
C -2.018 2.574 3.351
N -1.111 2.522 2.368
H 1.011 4.496 0.788
H 0.213 3.085 0.008
H 1.367 2.848 1.348
H -0.245 5.805 2.301
H -2.029 5.938 4.009
H -4.861 2.660 6.114
C 7.029 1.580 1.796
C 5.699 2.043 2.403
C 4.609 1.849 1.362
N 3.782 0.842 1.388
N 2.998 0.769 0.282
C 3.238 1.750 -0.571
N 2.666 1.771 -1.808
S 4.440 2.871 -0.049
H 7.860 1.752 2.451
H 7.215 2.199 0.912
H 7.012 0.531 1.483
H 5.703 3.104 2.685
H 5.414 1.466 3.285
H 1.711 1.424 -1.967
H 2.924 2.590 -2.340
N 4.029 -2.218 -7.075
C 3.445 -2.064 -6.073
C 2.764 -1.912 -4.844
C 1.372 -1.998 -4.771
C 0.783 -1.932 -3.506
N 1.514 -1.815 -2.388
C 2.841 -1.647 -2.476
C 3.524 -1.701 -3.678
H 0.790 -2.094 -5.711
H -0.302 -2.008 -3.322
H 3.331 -1.391 -1.518
H 4.611 -1.538 -3.737
C 0.403 3.609 -4.193
S -0.888 2.372 -3.506
C -2.063 3.592 -2.827
O -0.266 1.682 -2.268
H -0.102 4.270 -4.903
H 1.138 2.989 -4.663
H 0.821 4.141 -3.325
H -2.311 4.279 -3.635
H -1.598 4.125 -1.983
H -2.932 2.988 -2.522
*
```

**Calculated total energy**: -8740.02959 Ha
**HOMO**: -0.085 Eh

---

A 12-piece molecular cluster, C36H84N12O12 overall, computed with the ωB97M-V functional and the def2-TZVPD basis.

The geometry in ORCA input format:
```
! wB97M-V def2-TZVPD RIJCOSX def2/J DEFGRID3
* xyz 0 1
C 0.370 -6.592 0.660
C -0.099 -6.045 1.989
O 0.496 -6.331 3.036
N -1.146 -5.208 2.017
C -1.994 -4.688 0.967
H -0.148 -7.516 0.422
H 1.436 -6.766 0.800
H 0.334 -5.781 -0.068
H -1.418 -4.859 2.927
H -3.018 -4.789 1.331
H -1.835 -5.193 0.021
H -1.801 -3.618 0.883
C 1.365 0.321 -1.141
C 0.100 0.443 -0.317
O -0.607 1.457 -0.439
N -0.199 -0.563 0.494
C -1.411 -0.734 1.276
H 1.662 -0.728 -1.227
H 2.189 0.923 -0.759
H 1.222 0.637 -2.175
H 0.527 -1.264 0.630
H -2.263 -0.752 0.598
H -1.540 -0.015 2.081
H -1.317 -1.726 1.716
C 4.893 1.679 1.028
C 5.849 2.860 0.934
O 6.676 3.103 1.801
N 5.760 3.554 -0.218
C 6.547 4.726 -0.548
H 4.253 1.687 0.141
H 4.323 1.610 1.947
H 5.478 0.770 0.861
H 5.106 3.260 -0.941
H 6.781 5.321 0.328
H 6.058 5.259 -1.361
H 7.481 4.373 -1.008
C 4.017 -2.134 0.103
C 3.153 -2.668 1.194
O 1.980 -2.331 1.327
N 3.715 -3.605 1.984
C 3.004 -4.350 3.008
H 5.080 -2.160 0.372
H 3.881 -1.071 -0.097
H 3.914 -2.679 -0.835
H 4.684 -3.853 1.895
H 3.497 -4.157 3.967
H 3.013 -5.429 2.870
H 1.980 -4.015 3.138
C -0.872 6.815 -3.366
C -1.708 5.860 -2.557
O -2.894 5.719 -2.862
N -1.125 5.256 -1.513
C -1.777 4.353 -0.580
H -0.999 6.684 -4.440
H 0.197 6.802 -3.139
H -1.212 7.839 -3.198
H -0.215 5.630 -1.303
H -1.121 4.240 0.277
H -1.772 3.395 -1.104
H -2.817 4.570 -0.350
C 1.791 3.894 -2.780
C 3.210 3.455 -2.959
O 3.711 2.741 -2.086
N 3.867 3.806 -4.070
C 5.301 3.562 -4.234
H 1.485 3.879 -1.736
H 1.102 3.149 -3.194
H 1.550 4.849 -3.247
H 3.466 4.488 -4.689
H 5.853 4.291 -3.639
H 5.557 3.721 -5.277
H 5.556 2.564 -3.895
C -2.723 2.692 2.590
C -4.039 2.054 2.960
O -4.074 0.861 3.263
N -5.138 2.817 2.921
C -6.469 2.363 3.259
H -2.771 3.780 2.496
H -2.386 2.254 1.650
H -2.007 2.501 3.387
H -5.011 3.782 2.672
H -7.138 2.300 2.404
H -6.909 3.041 3.993
H -6.422 1.402 3.764
C -3.220 -1.031 -2.771
C -3.526 -2.397 -2.177
O -2.899 -2.823 -1.205
N -4.592 -3.026 -2.699
C -5.269 -4.178 -2.154
H -2.668 -1.108 -3.706
H -2.649 -0.486 -2.023
H -4.171 -0.513 -2.903
H -5.086 -2.490 -3.394
H -4.800 -4.445 -1.206
H -5.090 -5.060 -2.777
H -6.332 -3.995 -2.031
C -0.547 -2.902 4.885
C -1.924 -2.516 4.383
O -2.693 -3.349 3.912
N -2.268 -1.224 4.475
C -1.537 -0.122 5.060
H 0.287 -2.307 4.510
H -0.379 -3.929 4.556
H -0.477 -2.908 5.974
H -3.227 -1.018 4.221
H -0.756 -0.466 5.733
H -2.226 0.493 5.637
H -1.100 0.509 4.282
C 3.816 -1.041 4.988
C 2.789 -0.043 5.467
O 2.895 0.406 6.600
N 1.859 0.440 4.605
C 1.761 0.095 3.198
H 4.499 -0.551 4.288
H 3.381 -1.834 4.372
H 4.348 -1.412 5.854
H 1.527 1.369 4.808
H 2.698 -0.200 2.714
H 1.540 0.979 2.596
H 1.063 -0.722 3.031
C -3.620 4.517 -5.794
C -3.040 3.179 -5.380
O -3.246 2.182 -6.067
N -2.285 3.135 -4.279
C -1.801 1.851 -3.782
H -4.149 4.338 -6.727
H -2.939 5.361 -5.826
H -4.405 4.754 -5.070
H -2.144 3.981 -3.743
H -1.180 1.353 -4.522
H -2.657 1.221 -3.540
H -1.281 2.066 -2.848
C -1.328 -6.101 -3.446
C -0.243 -5.093 -3.124
O 0.827 -5.102 -3.707
N -0.560 -4.201 -2.168
C 0.388 -3.264 -1.588
H -2.232 -5.591 -3.779
H -1.619 -6.584 -2.503
H -0.992 -6.926 -4.062
H -1.496 -4.018 -1.823
H -0.085 -2.280 -1.577
H 1.278 -3.255 -2.219
H 0.704 -3.486 -0.565
*
```

**Calculated total energy**: -2982.26839 Ha
**Structure (SMILES)**: CNC(C)=O.CNC(C)=O.CNC(C)=O.CNC(C)=O.CNC(C)=O.CNC(C)=O.CNC(C)=O.CNC(C)=O.CNC(C)=O.CNC(C)=O.CNC(C)=O.CNC(C)=O
**HOMO**: -0.324 Eh

---

Relative energy (zero: lowest compared OMol25 entry of this formula, charge and spin), record by record: 67.8 0.0 30.3 kcal per mole